(1)
This record from OMol25 describes a cluster of 10 separate species, C36H101N9O10 in total. The level of theory is the ωB97M-V functional and the def2-TZVPD basis.

Each line ends with the Mulliken charge.
Cartesian coordinates (Å):
O (3.15931, -0.08978, 1.12414)  -0.49
H (2.81755, -0.96350, 1.11690)  0.23
H (2.77862, 0.31866, 1.95288)  0.18
C (-4.27065, 1.69911, 0.60516)  -1.12
C (-3.82685, 0.59646, 1.53562)  1.75
C (-4.64187, 0.73527, 2.86141)  -1.18
O (-4.27804, 2.00727, 3.34280)  -0.11
C (-4.67470, 2.26540, 4.64567)  -0.91
N (-4.06789, -0.76595, 1.07317)  -0.47
H (-4.20930, 2.69627, 1.04745)  0.32
H (-5.37788, 1.67435, 0.40681)  0.40
H (-3.68702, 1.64457, -0.34485)  -0.10
H (-2.80938, 0.78180, 1.87844)  -0.76
H (-4.42563, -0.06670, 3.59414)  0.43
H (-5.72397, 0.59591, 2.65221)  0.35
H (-4.13833, 3.11528, 5.09197)  0.28
H (-4.46485, 1.43675, 5.32138)  0.33
H (-5.77424, 2.42348, 4.78759)  0.29
H (-4.34120, -1.44742, 1.81227)  0.25
H (-3.32008, -1.20015, 0.49715)  0.16
C (-2.60157, -5.23299, 1.17265)  -1.60
C (-1.61227, -5.66026, 0.07622)  0.16
C (-1.38296, -4.40273, -0.78981)  0.29
O (-2.63823, -3.82112, -1.20701)  -0.36
C (-3.26720, -4.43477, -2.38005)  -0.22
N (-0.35920, -6.11880, 0.67256)  -0.56
H (-3.51411, -4.85766, 0.76808)  0.34
H (-2.11856, -4.52550, 1.78549)  0.37
H (-2.84991, -6.05217, 1.80882)  0.48
H (-2.09275, -6.50167, -0.47678)  0.31
H (-0.87191, -4.60850, -1.70132)  0.27
H (-0.81100, -3.65056, -0.20113)  -0.57
H (-4.37408, -4.32627, -2.43625)  0.35
H (-3.00024, -5.50079, -2.45819)  0.36
H (-2.92318, -3.97155, -3.29456)  -0.40
H (-0.16088, -5.50131, 1.47464)  0.31
H (-0.54851, -7.04006, 1.14358)  0.27
C (-0.05505, 2.17624, 7.51672)  -1.78
C (-0.22877, 1.18877, 6.45128)  1.57
C (1.07006, 0.59005, 5.99457)  -0.98
O (1.84929, 1.66752, 5.56734)  -0.49
C (3.01579, 1.15521, 4.94571)  -0.59
N (-1.11445, 0.11655, 6.85569)  -0.71
H (-0.98162, 2.62440, 7.84197)  0.45
H (0.56534, 3.06032, 7.37175)  0.32
H (0.35937, 1.66082, 8.36058)  0.37
H (-0.64229, 1.75579, 5.58060)  -0.47
H (0.82036, -0.08586, 5.19897)  0.37
H (1.47751, -0.06972, 6.71176)  0.71
H (3.35347, 0.36567, 5.56231)  0.45
H (3.72936, 1.98033, 4.85841)  0.23
H (2.73667, 0.88615, 3.97797)  0.00
H (-2.06450, 0.45001, 6.93741)  0.28
H (-0.82517, -0.21940, 7.76638)  0.28
C (2.04885, 0.97697, -2.71593)  -1.31
C (2.94741, -0.06359, -2.15937)  2.80
C (2.89082, -1.39055, -2.89698)  -1.47
O (1.76469, -2.13934, -2.55195)  0.56
C (1.71877, -3.37909, -3.32487)  -0.94
N (4.34487, 0.42649, -2.31783)  -0.90
H (2.49388, 1.46106, -3.56441)  0.59
H (1.73135, 1.74645, -1.98451)  -0.11
H (1.11715, 0.57024, -3.05203)  -0.12
H (2.70565, -0.25622, -1.12839)  -0.94
H (3.87143, -1.99776, -2.72234)  0.21
H (2.89660, -1.12571, -4.00055)  0.38
H (0.84007, -3.88914, -2.97641)  -0.03
H (2.53595, -4.06225, -3.16445)  0.35
H (1.59419, -3.12075, -4.33641)  0.43
H (4.40590, 1.34847, -1.84961)  0.25
H (4.97209, -0.11396, -1.73947)  0.36
C (2.86636, -5.18849, 0.17909)  -1.22
C (3.21720, -3.82026, 0.69413)  0.44
C (4.55399, -3.37486, 0.05204)  -0.46
O (5.67443, -4.09883, 0.57022)  -0.45
C (6.43764, -3.65962, 1.65804)  -0.69
N (2.21831, -2.76667, 0.47424)  -0.22
H (3.58514, -5.87153, 0.60832)  0.46
H (2.77950, -5.33791, -0.91713)  0.12
H (1.87765, -5.44446, 0.52891)  0.22
H (3.33060, -3.87394, 1.79842)  0.52
H (4.74193, -2.36220, 0.30213)  0.37
H (4.40558, -3.55067, -0.98787)  0.10
H (5.87370, -3.76414, 2.62554)  0.24
H (6.67671, -2.62903, 1.54830)  0.33
H (7.38333, -4.23448, 1.71772)  0.25
H (1.33385, -3.08462, 0.88146)  0.25
H (2.03546, -2.65378, -0.53264)  -0.36
C (-4.21935, -3.01139, -5.33644)  -0.76
C (-3.23610, -2.22512, -6.34055)  0.30
C (-1.76508, -2.77356, -6.25487)  -0.69
O (-1.36709, -2.97388, -4.88643)  -0.29
C (-1.04355, -1.79351, -4.18127)  -0.29
N (-3.82077, -2.38648, -7.66733)  -0.69
H (-5.24626, -2.55699, -5.39950)  0.35
H (-3.89861, -2.91465, -4.33170)  0.01
H (-4.10627, -4.11396, -5.47053)  0.30
H (-3.40499, -1.23036, -6.10052)  0.35
H (-1.00865, -2.16861, -6.68268)  0.35
H (-1.74140, -3.84691, -6.61063)  0.25
H (-0.88126, -2.05296, -3.14922)  -0.63
H (-1.83429, -1.01903, -4.15494)  0.58
H (-0.14263, -1.41024, -4.67794)  0.37
H (-3.36370, -1.80099, -8.30805)  0.24
H (-3.75892, -3.38737, -7.95012)  0.28
C (4.67303, 3.89835, -0.06828)  -1.17
C (4.40415, 5.01620, 0.85683)  0.68
C (3.10969, 4.70729, 1.59970)  -0.86
O (2.02425, 4.32616, 0.75820)  0.15
C (1.52125, 5.38311, -0.13626)  -0.62
N (5.46052, 5.04792, 1.85545)  -0.65
H (5.76312, 3.74090, -0.29790)  0.38
H (4.10282, 4.02036, -1.00827)  0.24
H (4.44091, 2.95045, 0.38239)  0.16
H (4.25066, 5.95292, 0.24619)  0.17
H (2.86366, 5.60487, 2.17417)  0.40
H (3.31968, 3.86209, 2.34258)  0.08
H (2.36563, 5.83112, -0.75226)  0.37
H (0.98993, 6.12057, 0.49755)  0.26
H (0.87767, 4.80611, -0.79729)  -0.18
H (6.30410, 5.12228, 1.30738)  0.26
H (5.35416, 5.83223, 2.45394)  0.23
C (-2.70519, 3.37465, -4.85005)  -1.68
C (-1.90079, 3.23834, -3.57585)  0.58
C (-2.21543, 4.44280, -2.65762)  -1.24
O (-1.44710, 4.40962, -1.44609)  0.24
C (-1.92332, 5.30904, -0.44689)  -0.72
N (-2.09087, 1.92950, -2.93502)  0.10
H (-3.77243, 3.24190, -4.51591)  0.37
H (-2.44940, 2.53135, -5.47108)  0.34
H (-2.64205, 4.35654, -5.25198)  0.46
H (-0.84735, 3.40210, -3.85624)  0.14
H (-3.26474, 4.50512, -2.43759)  0.45
H (-1.93560, 5.35105, -3.06301)  0.54
H (-2.94334, 5.13207, -0.09238)  0.31
H (-1.94796, 6.33906, -0.85286)  0.34
H (-1.18413, 5.31579, 0.38257)  -0.02
H (-3.09092, 1.75202, -2.85963)  0.27
H (-1.63406, 2.01607, -2.02378)  -0.36
C (-1.10781, 2.84212, 2.18173)  -0.90
C (-0.14901, 1.67843, 2.04137)  -0.09
C (0.04206, 1.31547, 0.55050)  -0.34
O (-1.10722, 0.81226, -0.11269)  0.99
C (-0.89697, -0.53677, -0.47595)  -1.01
N (1.13312, 1.78206, 2.73570)  1.01
H (-1.67536, 2.73802, 3.09893)  0.03
H (-1.85729, 2.89461, 1.40477)  -0.19
H (-0.52470, 3.78690, 2.18447)  0.55
H (-0.59295, 0.72902, 2.33706)  0.16
H (0.87328, 0.64861, 0.52848)  -0.23
H (0.30293, 2.26527, 0.02685)  -0.53
H (-0.65013, -1.09060, 0.41575)  0.56
H (-0.05322, -0.62724, -1.22187)  -0.08
H (-1.85116, -0.93015, -0.83964)  0.29
H (1.67604, 2.56374, 2.33403)  -0.30
H (0.91333, 2.09522, 3.67847)  0.32

Values from the calculation:
E_HOMO = -8.73 eV
Lowest unoccupied orbital energy = 0.64 eV
Energy above the lowest of the compared OMol25 structures with the same formula, charge and spin = 0.390 eV
Total energy = -72848.809 eV
SMILES string = COC[C@H](C)N.COC[C@H](C)N.COC[C@H](C)N.COC[C@H](C)N.COC[C@H](C)N.COC[C@H](C)N.COC[C@H](C)N.COC[C@H](C)N.COC[C@H](C)N.O
Kohn-Sham gap = 9.367 eV



(2)
This record from OMol25 describes a cluster of 2 separate species, C2H5S in total. The level of theory is the ωB97M-V functional and the def2-TZVPD basis.

Each line ends with the natural charge from an NBO analysis.
Cartesian coordinates (Å):
S (2.07414, 3.09576, -0.40314)  -1.06
H (1.64111, 4.13098, 0.13955)  0.06
C (-0.40328, -1.02209, 0.68533)  -0.37
C (-0.83050, -1.34555, -0.56865)  -0.40
H (0.19232, -0.15991, 0.96447)  0.23
H (-0.64907, -1.53613, 1.55802)  0.17
H (-0.52426, -0.97034, -1.51286)  0.20
H (-1.50046, -2.19273, -0.86272)  0.17

Values from the calculation:
Total charge = -1
E_HOMO = -2.31 eV
Lowest unoccupied orbital energy = 3.83 eV
Energy above the lowest of the compared OMol25 structures with the same formula, charge and spin = 1.239 eV
Total energy = -12989.677 eV
Kohn-Sham gap = 6.144 eV



(3)
This record from OMol25 describes a cluster of 2 separate species, C2H5P in total. The level of theory is the ωB97M-V functional and the def2-TZVPD basis.

Each line ends with the natural charge from an NBO analysis.
Cartesian coordinates (Å):
C (1.65272, -0.81543, 0.30705)  -0.98
C (-1.69950, 0.67872, -0.33232)  -0.52
P (1.65948, -0.07223, -1.10133)  0.52
H (2.54964, -1.24215, 0.76402)  0.23
H (0.88282, -0.69093, 1.12919)  0.23
H (-1.75470, 0.51110, 0.68470)  0.15
H (-0.74423, 1.21340, -0.42717)  0.17
H (-2.54624, 0.41752, -1.02414)  0.19

Values from the calculation:
E_HOMO (alpha / beta) = -7.94 / -10.14 eV
Lowest unoccupied orbital energy (alpha / beta) = 0.36 / -0.79 eV
Energy above the lowest of the compared OMol25 structures with the same formula, charge and spin = 0.224 eV
Total energy = -11438.877 eV
Multiplicity = 3
Kohn-Sham gap (alpha / beta) = 8.294 / 9.349 eV



(4)
This record from OMol25 describes a structure of composition C37H37BrCdN7O2S. The level of theory is the ωB97M-V functional and the def2-TZVPD basis.

Each line ends with the Mulliken charge.
Cartesian coordinates (Å):
Cd (-0.35665, 0.27737, 0.26131)  3.45
C (1.31670, 2.85554, -0.60893)  -0.50
C (2.51537, 1.95518, -0.90935)  -1.62
C (2.84164, 0.94744, 0.15791)  0.69
C (4.17007, 0.57170, 0.31911)  -1.16
C (4.49450, -0.42209, 1.22504)  -0.75
C (3.46339, -1.02278, 1.92811)  -0.92
C (2.17056, -0.58274, 1.71761)  -0.44
N (1.85849, 0.40244, 0.87539)  1.38
N (0.00373, 2.31052, -0.97317)  1.16
C (-0.12474, 2.10589, -2.41422)  -1.81
C (-1.09309, 1.00537, -2.77665)  0.72
C (-1.24005, 0.62384, -4.10873)  -0.90
C (-2.17890, -0.33982, -4.43011)  -0.55
C (-2.94912, -0.88359, -3.41134)  -0.91
C (-2.71121, -0.46864, -2.11155)  -0.36
N (-1.80203, 0.45026, -1.80001)  0.26
C (-1.04788, 3.23277, -0.53902)  -1.42
C (-1.52042, 3.08305, 0.88468)  0.32
C (-1.92866, 4.19549, 1.61756)  -1.26
C (-2.55650, 4.00830, 2.83746)  -0.58
C (-2.76008, 2.71016, 3.28161)  -1.08
C (-2.29458, 1.66098, 2.50506)  -0.14
N (-1.68088, 1.84566, 1.34302)  -0.15
H (1.46682, 3.82271, -1.11580)  0.71
H (1.29541, 3.02374, 0.46819)  -0.48
H (3.39544, 2.58731, -1.06603)  0.46
H (2.36842, 1.37025, -1.82246)  0.39
H (4.92902, 1.04398, -0.28602)  0.53
H (5.52215, -0.72216, 1.36924)  0.42
H (3.64548, -1.84213, 2.60258)  0.54
H (1.34736, -1.05211, 2.24121)  0.25
H (0.84475, 1.84643, -2.83981)  0.44
H (-0.45469, 3.03658, -2.90617)  0.48
H (-0.63326, 1.08004, -4.87468)  0.50
H (-2.31316, -0.65449, -5.45479)  0.47
H (-3.71145, -1.61621, -3.62254)  0.48
H (-3.28043, -0.87427, -1.28430)  0.46
H (-1.93852, 3.02579, -1.14223)  0.49
H (-0.74997, 4.27659, -0.72411)  0.46
H (-1.78014, 5.19040, 1.22669)  0.50
H (-2.88677, 4.85454, 3.42197)  0.48
H (-3.26834, 2.50332, 4.20756)  0.49
H (-2.44326, 0.63591, 2.81628)  0.56
C (0.11170, -5.98239, -5.49370)  -1.53
C (0.34652, -5.11613, -4.29550)  1.00
C (0.93231, -5.62903, -3.14266)  -0.93
C (1.20141, -4.80868, -2.06042)  -0.05
C (0.87123, -3.47018, -2.13169)  -0.77
C (0.27328, -2.94396, -3.25902)  -0.49
C (0.00980, -3.76428, -4.33847)  -0.92
S (1.23449, -2.33427, -0.80375)  1.64
O (1.91308, -1.20043, -1.39663)  -0.79
O (1.90946, -3.02644, 0.26351)  -0.80
N (-0.16618, -1.70287, -0.29755)  0.19
C (-1.17837, -2.35000, 0.30293)  0.83
C (-1.39618, -3.73858, 0.23549)  -0.84
C (-2.58946, -4.24204, 0.69528)  -0.64
C (-3.51880, -3.37347, 1.26827)  -0.93
C (-3.17688, -2.04262, 1.39911)  -0.44
N (-2.04069, -1.52729, 0.93260)  0.12
H (0.13782, -7.03718, -5.22969)  0.37
H (0.89182, -5.80013, -6.23538)  0.31
H (-0.84594, -5.75205, -5.95843)  0.37
H (1.18670, -6.67744, -3.09691)  0.38
H (1.67302, -5.18590, -1.16705)  0.56
H (0.04303, -1.89125, -3.27352)  0.45
H (-0.44923, -3.35897, -5.22825)  0.45
H (-0.63551, -4.36958, -0.18931)  0.42
H (-2.80296, -5.29826, 0.60853)  0.45
H (-4.47045, -3.73715, 1.62278)  0.44
H (-3.84648, -1.34270, 1.88824)  0.41
C (1.79482, 5.29080, 4.20644)  -1.48
C (1.37666, 3.86177, 4.31927)  0.11
C (1.40156, 3.15061, 5.51490)  -0.52
C (0.95008, 1.84279, 5.54368)  -0.91
C (0.49021, 1.30120, 4.35530)  0.17
Br (-0.22336, -0.46316, 4.33897)  -0.08
N (0.48002, 1.93831, 3.20159)  0.09
C (0.91033, 3.18943, 3.19763)  -0.12
H (2.09410, 5.69394, 5.16882)  0.40
H (0.96222, 5.88071, 3.82491)  0.32
H (2.62747, 5.38705, 3.51029)  0.34
H (1.76669, 3.61178, 6.41871)  0.42
H (0.95337, 1.25497, 6.44753)  0.48
H (0.85278, 3.70449, 2.24760)  0.48

Values from the calculation:
Total charge = +1
E_HOMO = -10.36 eV
Lowest unoccupied orbital energy = -1.98 eV
Energy above the lowest of the compared OMol25 structures with the same formula, charge and spin = 0.535 eV
Total energy = -138934.344 eV
Kohn-Sham gap = 8.379 eV



Which of these has the highest total energy? C2H5P